Entry 1:
# C4H9NO2S

2 unconnected molecules or ions with the total composition C4H9NO2S in a non-equilibrium geometry (wB97M-V/def2-TZVPD, the OMol25 dataset).

Gap between HOMO and LUMO (alpha / beta) (eV): 5.44 / 6.14
Maximum force (Eh/bohr): 0.07287
Calculated total energy (Ha): -760.96167

```
! wB97M-V def2-TZVPD RIJCOSX def2/J DEFGRID3
* xyz 0 3
C -1.130 0.223 1.619
C 0.828 1.348 -1.213
C -0.563 -0.654 -1.199
C -0.294 -0.636 2.468
N 0.774 -0.141 -1.070
O -1.274 1.282 1.048
O -1.486 -1.047 1.634
S 1.360 -0.919 1.989
H 0.707 1.358 -2.347
H -0.060 1.798 -0.771
H 1.690 1.801 -0.798
H -1.332 -0.060 -0.661
H -0.886 -0.726 -2.310
H -0.596 -1.705 -0.917
H -0.502 -0.735 3.597
H 1.503 -0.544 -1.651
H 1.259 -0.641 0.584
*
```

Entry 2:
# C18H36IrN3OPS4Sb

A molecular structure, C18H36IrN3OPS4Sb in a non-equilibrium geometry (wB97M-V/def2-TZVPD, the OMol25 dataset).

Gap between HOMO and LUMO (alpha / beta) (eV): 5.05 / 5.02
Maximum force (Eh/bohr): 0.04283
Calculated total energy (Ha): -3225.71347

```
! wB97M-V def2-TZVPD RIJCOSX def2/J DEFGRID3
* xyz 0 1
Ir -1.433 0.047 0.237
C -4.168 0.142 2.117
C -2.681 0.060 2.343
C -1.918 1.241 2.529
C -2.584 2.587 2.591
C -0.522 1.154 2.678
C 0.250 2.438 2.827
C 0.123 -0.099 2.701
C 1.624 -0.125 2.815
C -0.645 -1.277 2.642
C -0.055 -2.654 2.774
C -2.046 -1.200 2.484
C -2.852 -2.467 2.489
H -4.713 0.152 3.061
H -4.514 -0.704 1.530
H -4.426 1.041 1.563
H -2.485 3.091 1.629
H -2.125 3.216 3.349
H -3.640 2.503 2.825
H -0.025 2.941 3.752
H 0.014 3.103 1.999
H 1.319 2.282 2.851
H 1.946 0.267 3.778
H 2.065 0.485 2.028
H 2.025 -1.126 2.717
H -0.399 -3.285 1.960
H -0.378 -3.104 3.710
H 1.027 -2.660 2.772
H -2.775 -2.963 1.521
H -3.899 -2.275 2.686
H -2.490 -3.152 3.251
S -5.878 0.469 -1.659
Sb -3.652 0.270 -2.214
S -2.354 1.927 -1.000
S -2.706 -1.602 -0.994
S -3.034 0.167 -4.426
C 3.463 -1.033 -0.306
N 3.103 0.020 -1.231
C 4.204 0.489 -2.043
P 1.520 -0.037 -1.808
O 0.647 -0.256 -0.622
N 1.247 -1.209 -2.960
C 2.083 -1.264 -4.137
C 0.674 -2.480 -2.575
N 1.401 1.409 -2.631
C 0.369 1.587 -3.636
C 1.569 2.585 -1.796
H 4.143 -0.640 0.453
H 3.957 -1.873 -0.810
H 2.558 -1.392 0.177
H 4.929 0.990 -1.397
H 3.838 1.201 -2.779
H 4.716 -0.333 -2.556
H 2.477 -0.274 -4.346
H 1.486 -1.591 -4.990
H 2.911 -1.970 -4.017
H 0.075 -2.346 -1.677
H 1.443 -3.234 -2.385
H 0.025 -2.838 -3.374
H 0.110 0.636 -4.094
H 0.748 2.264 -4.406
H -0.540 2.024 -3.213
H 2.317 2.381 -1.032
H 0.634 2.875 -1.304
H 1.899 3.417 -2.419
*
```

Entry 3:
# C59H50ClGeO4P2SV

A molecular structure, C59H50ClGeO4P2SV in a non-equilibrium geometry (wB97M-V/def2-TZVPD, the OMol25 dataset).

Gap between HOMO and LUMO (alpha / beta) (eV): 4.32 / 5.34
Maximum force (Eh/bohr): 0.08104
Calculated total energy (Ha): -7141.07741

```
! wB97M-V def2-TZVPD RIJCOSX def2/J DEFGRID3
* xyz 0 3
V 19.800 13.748 11.137
Cl 21.326 13.015 12.899
C 21.572 14.469 13.802
C 22.599 14.520 14.762
C 22.664 15.617 15.653
C 21.694 16.574 15.576
C 20.612 16.491 14.719
C 20.552 15.456 13.784
P 19.284 15.626 12.462
C 17.691 15.885 13.400
C 16.886 14.791 13.721
C 15.964 14.862 14.801
C 15.750 16.091 15.437
C 16.325 17.216 14.898
C 17.267 17.129 13.880
C 19.428 17.262 11.724
C 20.585 18.018 11.929
C 20.480 19.419 11.769
C 19.331 20.043 11.249
C 18.281 19.199 10.814
C 18.318 17.824 11.008
H 23.342 13.724 14.833
H 23.532 15.689 16.333
H 21.711 17.442 16.234
H 19.862 17.293 14.702
H 17.081 13.842 13.163
H 15.436 13.975 15.126
H 15.050 16.150 16.245
H 16.096 18.173 15.339
H 17.679 18.042 13.530
H 21.506 17.559 12.269
H 21.302 20.074 12.071
H 19.308 21.137 11.099
H 17.434 19.700 10.330
H 17.535 17.186 10.611
O 16.918 10.208 14.230
C 17.822 10.870 13.662
O 18.398 11.891 14.136
C 18.336 10.291 12.369
C 18.558 8.864 12.399
C 19.388 8.293 11.470
C 19.687 9.070 10.345
C 19.261 10.353 10.144
C 18.632 11.032 11.171
S 17.892 12.563 10.900
H 18.160 8.334 13.271
H 19.716 7.260 11.509
H 20.234 8.584 9.523
H 19.355 10.934 9.216
C 19.605 15.166 8.288
P 20.876 14.279 9.241
C 22.228 15.418 9.408
C 23.546 14.917 9.729
C 24.568 15.807 10.060
C 24.300 17.198 10.126
C 22.996 17.690 9.818
C 22.004 16.791 9.383
C 21.618 12.987 8.194
C 22.059 13.498 6.982
C 22.322 12.579 5.957
C 22.270 11.217 6.176
C 22.004 10.721 7.448
C 21.749 11.623 8.504
H 19.943 15.458 7.290
H 19.273 16.083 8.841
H 18.711 14.517 8.174
H 23.761 13.877 9.677
H 25.554 15.370 10.255
H 25.105 17.913 10.409
H 22.739 18.761 9.834
H 21.093 17.249 8.961
H 22.143 14.573 6.865
H 22.618 13.006 4.988
H 22.432 10.543 5.331
H 22.068 9.645 7.684
H 21.647 11.206 9.512
O 14.851 16.727 7.794
C 15.500 15.828 8.320
O 16.487 15.850 9.117
C 15.187 14.389 7.954
C 13.725 14.017 7.972
Ge 12.777 13.954 9.697
C 11.001 13.185 9.339
C 10.374 12.544 10.397
C 9.246 11.730 10.204
C 8.686 11.632 8.938
C 9.273 12.348 7.866
C 10.369 13.153 8.073
C 13.644 12.643 10.910
C 14.392 13.023 12.036
C 14.796 12.100 12.970
C 14.444 10.717 12.822
C 13.716 10.337 11.712
C 13.267 11.325 10.802
C 12.431 15.653 10.621
C 13.477 16.549 10.865
C 13.211 17.858 11.312
C 11.897 18.296 11.479
C 10.877 17.351 11.350
C 11.118 16.041 10.960
H 15.768 13.708 8.560
H 15.661 14.181 6.971
H 13.470 13.163 7.365
H 13.149 14.912 7.667
H 10.801 12.716 11.406
H 8.785 11.267 11.099
H 7.715 11.129 8.797
H 8.884 12.224 6.875
H 10.818 13.761 7.255
H 14.601 14.091 12.140
H 15.379 12.401 13.860
H 14.840 10.032 13.562
H 13.508 9.302 11.437
H 12.588 11.036 10.018
H 14.521 16.245 10.728
H 14.064 18.593 11.410
H 11.691 19.307 11.811
H 9.873 17.701 11.529
H 10.297 15.306 10.931
*
```

Entry 4:
# C17H14Cl2IIrN2O5S

A molecular structure, C17H14Cl2IIrN2O5S in a non-equilibrium geometry (wB97M-V/def2-TZVPD, the OMol25 dataset).

Gap between HOMO and LUMO (alpha / beta) (eV): 5.30 / 3.60
Maximum force (Eh/bohr): 0.12584
Calculated total energy (Ha): -2862.15176

```
! wB97M-V def2-TZVPD RIJCOSX def2/J DEFGRID3
* xyz 1 2
Ir -0.139 -0.029 -0.863
O -0.668 3.992 0.850
C -0.541 2.806 0.730
O 0.060 2.146 -0.142
C -1.220 1.924 1.931
C -0.321 0.742 2.324
C -0.776 0.254 3.711
C -2.099 -0.443 3.355
C -2.150 -0.243 1.827
O -0.771 -0.315 1.470
C -2.494 1.224 1.551
C -2.839 1.424 -0.070
O -3.514 2.389 -0.281
O -2.359 0.533 -0.779
H -1.349 2.668 2.715
H 0.750 0.903 2.209
H -0.901 1.070 4.419
H -0.051 -0.451 4.117
H -2.958 -0.007 3.857
H -2.064 -1.508 3.580
H -2.732 -0.976 1.271
H -3.387 1.609 2.037
Cl 0.585 -2.235 -1.901
C 2.017 -2.754 -1.083
C 2.554 -3.986 -1.398
C 3.686 -4.436 -0.728
C 4.237 -3.684 0.294
C 3.704 -2.446 0.612
Cl 4.367 -1.531 1.893
C 2.607 -1.922 -0.114
S 2.137 -0.290 0.173
H 2.095 -4.593 -2.161
H 4.126 -5.385 -0.991
H 5.086 -4.047 0.849
I -2.231 2.332 -6.316
C -1.028 1.978 -4.649
C -0.228 2.895 -3.983
N 0.314 2.249 -2.949
N -0.085 0.973 -2.903
C -0.901 0.784 -3.930
H -0.020 3.921 -4.214
H 0.856 2.633 -2.182
H -1.354 -0.167 -4.138
*
```

Entry 5:
# C50H47N5P2Tb

A molecular structure, C50H47N5P2Tb in a non-equilibrium geometry (wB97M-V/def2-TZVPD, the OMol25 dataset).

Gap between HOMO and LUMO (alpha / beta) (eV): 4.50 / 6.71
Maximum force (Eh/bohr): 0.03675
Calculated total energy (Ha): -3713.64297

```
! wB97M-V def2-TZVPD RIJCOSX def2/J DEFGRID3
* xyz 3 7
Tb -0.011 -0.023 0.008
C -3.232 -1.208 -0.664
N -2.198 -1.618 0.311
C -1.975 -3.076 0.201
C -0.528 -3.469 0.064
C -0.130 -4.744 0.450
C 1.149 -5.183 0.159
C 1.980 -4.333 -0.556
C 1.512 -3.079 -0.892
N 0.297 -2.608 -0.560
C -2.643 -1.286 1.683
C -1.515 -1.297 2.690
C -1.602 -2.019 3.872
C -0.591 -1.910 4.816
C 0.470 -1.055 4.552
C 0.499 -0.392 3.341
N -0.456 -0.514 2.407
C -3.446 0.285 -0.733
C -4.666 0.781 -1.179
C -4.873 2.148 -1.226
C -3.849 2.975 -0.787
C -2.660 2.402 -0.380
N -2.426 1.081 -0.370
H -2.922 -1.552 -1.659
H -4.195 -1.684 -0.434
H -2.418 -3.616 1.042
H -2.464 -3.461 -0.702
H -0.825 -5.393 0.961
H 1.475 -6.170 0.447
H 2.976 -4.635 -0.844
H 2.130 -2.421 -1.484
H -3.061 -0.271 1.677
H -3.430 -1.975 2.013
H -2.455 -2.650 4.064
H -0.633 -2.471 5.736
H 1.256 -0.902 5.271
H 1.320 0.280 3.100
H -5.442 0.102 -1.494
H -5.806 2.559 -1.580
H -3.963 4.046 -0.768
H -1.859 3.036 -0.020
C 2.523 3.383 0.245
N 3.531 2.556 -0.328
C 4.005 1.497 0.509
P 2.931 -0.058 0.350
C 3.606 -1.179 1.620
C 4.885 -1.075 2.161
C 5.282 -1.943 3.166
C 4.416 -2.918 3.634
C 3.143 -3.033 3.093
C 2.738 -2.159 2.103
C 3.594 -0.667 -1.240
C 4.776 -1.391 -1.356
C 5.208 -1.799 -2.609
C 4.470 -1.493 -3.742
C 3.290 -0.767 -3.632
C 2.852 -0.360 -2.385
C 4.451 3.128 -1.267
C 4.921 4.430 -1.146
C 5.823 4.927 -2.072
C 6.270 4.137 -3.118
C 5.798 2.842 -3.242
C 4.893 2.343 -2.324
P 0.776 2.778 -0.111
C -0.060 3.973 0.991
C -0.302 5.307 0.686
C -0.817 6.149 1.656
C -1.103 5.669 2.924
C -0.888 4.330 3.222
C -0.370 3.484 2.261
C 0.483 3.291 -1.835
C 0.842 4.538 -2.343
C 0.514 4.878 -3.644
C -0.125 3.962 -4.464
C -0.430 2.694 -3.990
C -0.144 2.369 -2.677
H 2.568 4.391 -0.176
H 2.603 3.464 1.341
H 4.014 1.787 1.574
H 5.018 1.214 0.200
H 5.569 -0.321 1.808
H 6.271 -1.857 3.589
H 4.723 -3.585 4.424
H 2.468 -3.797 3.449
H 1.732 -2.230 1.688
H 5.352 -1.642 -0.478
H 6.128 -2.354 -2.699
H 4.810 -1.822 -4.712
H 2.722 -0.520 -4.516
H 1.932 0.234 -2.282
H 4.615 5.056 -0.320
H 6.192 5.934 -1.963
H 6.987 4.522 -3.823
H 6.132 2.211 -4.051
H 4.534 1.335 -2.427
H -0.117 5.691 -0.304
H -0.993 7.184 1.416
H -1.505 6.331 3.674
H -1.131 3.949 4.200
H -0.216 2.425 2.472
H 1.384 5.247 -1.736
H 0.761 5.859 -4.019
H -0.376 4.231 -5.478
H -0.889 1.969 -4.644
H -0.416 1.362 -2.295
*
```

Entry 6:
# C29H58ClN5O8S2

4 unconnected molecules or ions with the total composition C29H58ClN5O8S2 in a non-equilibrium geometry (wB97M-V/def2-TZVPD, the OMol25 dataset).

Gap between HOMO and LUMO (alpha / beta) (eV): 8.18 / 7.24
Maximum force (Eh/bohr): 0.19160
Calculated total energy (Ha): -3271.72554

```
! wB97M-V def2-TZVPD RIJCOSX def2/J DEFGRID3
* xyz -1 4
N 4.252 6.362 -2.571
S 3.323 7.782 -3.060
O 4.330 8.988 -2.923
O 2.973 7.718 -4.582
N 1.961 8.137 -2.029
S 0.798 6.838 -1.977
O 1.322 5.461 -2.446
O 0.287 6.755 -0.495
C -0.701 7.345 -3.045
C -1.245 5.956 -3.768
O -2.155 5.142 -3.165
Cl -0.500 5.565 -5.461
H 5.255 6.658 -2.574
H 4.127 5.691 -3.377
H -1.557 7.817 -2.384
H -0.292 8.114 -3.826
C 2.974 -0.342 -1.140
C 3.471 0.253 0.204
C 2.421 -0.012 1.315
C 1.189 0.879 1.202
C 1.588 2.352 1.151
C 2.623 2.664 0.036
N 3.787 1.712 0.039
O 4.627 2.081 1.108
C 1.915 2.639 -1.344
C 3.067 4.157 0.175
C 4.740 -0.611 0.514
H 3.669 -0.110 -1.956
H 2.896 -1.434 -1.080
H 1.982 -0.009 -1.434
H 2.873 0.147 2.303
H 2.103 -1.063 1.295
H 0.602 0.609 0.320
H 0.536 0.709 2.066
H 0.687 2.961 1.012
H 1.997 2.634 2.132
H 2.644 2.644 -2.164
H 1.276 3.519 -1.480
H 1.247 1.791 -1.480
H 3.498 4.385 1.157
H 2.212 4.835 0.057
H 3.804 4.422 -0.594
H 5.520 -0.450 -0.240
H 4.496 -1.681 0.508
H 5.167 -0.402 1.501
C -1.180 -6.234 -0.400
C -0.132 -5.665 -1.393
C 0.376 -6.798 -2.324
C 1.332 -7.762 -1.630
C 2.492 -7.007 -0.986
C 2.025 -5.878 -0.028
N 0.978 -4.989 -0.641
O 1.635 -4.133 -1.547
C 1.490 -6.507 1.285
C 3.283 -5.083 0.452
C -0.978 -4.668 -2.253
H -1.507 -5.466 0.312
H -2.074 -6.584 -0.932
H -0.838 -7.097 0.164
H 0.891 -6.365 -3.192
H -0.471 -7.366 -2.729
H 0.798 -8.358 -0.884
H 1.726 -8.476 -2.364
H 3.127 -7.721 -0.448
H 3.117 -6.586 -1.785
H 0.960 -5.763 1.895
H 2.307 -6.900 1.901
H 0.830 -7.358 1.129
H 3.859 -4.653 -0.377
H 3.979 -5.736 0.995
H 3.000 -4.269 1.132
H -1.352 -3.838 -1.640
H -1.850 -5.169 -2.691
H -0.416 -4.247 -3.094
C -2.513 1.213 3.132
C -3.297 0.306 2.146
C -3.399 1.001 0.762
C -4.401 2.150 0.740
C -5.769 1.687 1.234
C -5.713 1.005 2.628
N -4.639 -0.044 2.721
O -5.105 -1.181 2.034
C -5.502 2.086 3.720
C -7.134 0.442 2.961
C -2.357 -0.937 2.001
H -2.484 0.772 4.135
H -1.474 1.341 2.804
H -2.905 2.223 3.215
H -3.694 0.270 -0.002
H -2.416 1.379 0.454
H -4.036 2.986 1.344
H -4.494 2.532 -0.283
H -6.448 2.548 1.260
H -6.187 0.992 0.493
H -5.248 1.629 4.686
H -6.412 2.677 3.877
H -4.738 2.819 3.473
H -7.498 -0.271 2.212
H -7.879 1.248 2.997
H -7.142 -0.053 3.941
H -2.261 -1.472 2.954
H -1.348 -0.633 1.694
H -2.703 -1.647 1.241
*
```